Here is C15H15F3IrN6O8S as an isolated structure from OMol25. Energies are from ωB97M-V/def2-TZVPD.

```
! wB97M-V def2-TZVPD RIJCOSX def2/J DEFGRID3
* xyz 0 2
Ir 0.70 -0.47 -0.90
S -1.04 2.43 -1.02
F 2.99 -5.12 -0.66
F 1.08 -5.32 0.34
F 1.16 -4.91 -1.78
O 1.12 -2.41 -1.11
O -0.45 3.71 -0.79
O 0.05 -0.69 -2.82
O -1.43 -1.12 -1.32
O -1.96 -1.23 -3.43
O 2.35 -2.80 0.74
O 3.35 -1.30 -3.37
O -1.27 1.93 -2.34
N -6.02 2.03 2.10
N -1.18 -1.03 -2.56
N -0.01 1.29 -0.35
N 0.19 2.10 1.93
N 4.33 -2.74 -1.92
N 1.05 0.05 1.06
C 1.58 -0.29 2.22
C 3.68 -0.54 -1.12
C 3.75 -1.55 -2.25
C 2.52 0.42 -1.27
C 0.72 1.75 3.09
C 1.75 -3.14 -0.26
C -2.74 3.19 0.96
C -2.50 2.30 -0.08
C -3.43 1.31 -0.39
C -3.90 3.09 1.70
C -4.84 2.10 1.40
C 1.43 0.57 3.30
C 1.73 -4.65 -0.61
C -4.59 1.21 0.34
C 0.39 1.24 0.95
H -6.54 1.17 2.05
H -6.06 2.48 3.00
H -5.32 0.45 0.10
H -2.01 3.96 1.18
H -4.09 3.79 2.50
H 2.10 -1.24 2.26
H 4.62 0.03 -1.17
H 1.85 0.33 4.26
H 2.64 1.28 -0.61
H 2.45 0.77 -2.30
H -3.25 0.63 -1.21
H 4.47 -3.00 -0.96
H 3.68 -1.04 -0.15
H 0.57 2.44 3.91
H 4.33 -3.47 -2.62
*
```

Calculated values
Highest occupied orbital energy (spin up / spin down) (eV): -8.7668 / -8.7868
Electronic energy (eV): -62943.1765
Relative energy (zero: lowest compared OMol25 entry of this formula, charge and spin) (kcal per mole): 0.00
Kohn-Sham gap (spin up / spin down) (eV): 8.16 / 6.05

Partial atomic charges computed with the Löwdin method, in multiples of e: number 1, Ir, carries 1.61; number 2, S, carries 0.64; number 3, F, carries 0.14; number 4, F, carries 0.16; number 5, F, carries 0.18; number 6, O, carries -0.13; number 7, O, carries -0.26; number 8, O, carries -0.12; number 9, O, carries -0.10; number 10, O, carries 0.15; number 11, O, carries 0.08; number 12, O, carries 0.07; number 13, O, carries -0.27; number 14, N, carries 0.11; number 15, N, carries -0.52; number 16, N, carries -0.21; number 17, N, carries 0.18; number 18, N, carries 0.18; number 19, N, carries -0.03; number 20, C, carries -0.05; number 21, C, carries -0.17; number 22, C, carries -0.57; number 23, C, carries -0.23; number 24, C, carries -0.08; number 25, C, carries -0.51; number 26, C, carries -0.06; number 27, C, carries -0.31; number 28, C, carries -0.04; number 29, C, carries -0.02; number 30, C, carries -0.31; number 31, C, carries -0.02; number 32, C, carries -0.55; number 33, C, carries -0.02; number 34, C, carries -0.45; number 35, H, carries 0.09; number 36, H, carries 0.09; number 37, H, carries 0.12; number 38, H, carries 0.11; number 39, H, carries 0.11; number 40, H, carries 0.11; number 41, H, carries 0.13; number 42, H, carries 0.11; number 43, H, carries 0.07; number 44, H, carries 0.08; number 45, H, carries 0.10; number 46, H, carries 0.09; number 47, H, carries 0.09; number 48, H, carries 0.12; number 49, H, carries 0.12